[1]
# C64H66BBrClN12O4S

A 13-piece molecular cluster, C64H66BBrClN12O4S overall (ωB97M-V with the def2-TZVPD basis set, the OMol25 dataset).

Last column: Löwdin charge in e.
Element x y z (Å)
O 4.448 -4.384 -6.504  -0.062
C 3.663 -5.337 -7.080  -0.586
Cl 3.425 -6.890 -6.087  0.655
C 3.067 -5.034 -8.575  -0.284
S 1.225 -4.719 -8.662  1.155
C 0.738 -3.110 -7.778  -0.288
C 1.983 -2.377 -7.003  -0.620
O 3.055 -1.805 -7.611  -0.066
Br 1.846 -2.309 -4.969  0.700
B 0.241 -6.048 -7.695  -0.561
O 0.211 -6.067 -6.217  0.009
O -0.463 -7.068 -8.544  0.039
H 3.632 -4.159 -9.151  0.155
H 3.276 -6.008 -9.233  0.146
H -0.134 -3.340 -7.013  0.121
H 0.361 -2.365 -8.611  0.138
H -0.680 -5.777 -5.856  0.091
H -0.486 -7.957 -8.040  0.154
N -1.981 -5.477 -3.808  0.034
C -2.211 -4.876 -2.620  -0.139
C -2.554 -5.558 -1.464  -0.055
C -2.673 -6.943 -1.528  -0.056
C -2.444 -7.591 -2.738  -0.065
C -2.102 -6.822 -3.839  -0.165
H -2.109 -3.794 -2.622  0.104
H -2.725 -5.024 -0.537  0.093
H -2.941 -7.512 -0.643  0.114
H -2.529 -8.668 -2.820  0.106
H -1.910 -7.282 -4.804  0.089
N -1.239 -3.531 1.290  0.044
C -0.520 -2.701 0.503  -0.159
C -0.321 -1.358 0.779  -0.071
C -0.897 -0.830 1.930  -0.067
C -1.644 -1.660 2.760  -0.083
C -1.784 -2.991 2.402  -0.151
H -0.094 -3.159 -0.385  0.094
H 0.268 -0.738 0.113  0.071
H -0.764 0.219 2.179  0.110
H -2.106 -1.279 3.664  0.104
H -2.355 -3.679 3.018  0.104
N -5.344 -0.899 3.174  0.051
C -4.976 -0.576 1.915  -0.160
C -5.376 0.583 1.269  -0.078
C -6.207 1.465 1.953  -0.073
C -6.604 1.158 3.250  -0.075
C -6.149 -0.023 3.813  -0.159
H -4.330 -1.296 1.422  0.091
H -5.047 0.794 0.257  0.081
H -6.542 2.383 1.478  0.100
H -7.252 1.824 3.809  0.062
H -6.429 -0.305 4.824  0.103
N 1.635 0.687 -1.753  0.044
C 2.740 0.375 -1.041  -0.148
C 3.974 0.976 -1.230  -0.060
C 4.085 1.955 -2.212  -0.069
C 2.966 2.297 -2.963  -0.078
C 1.774 1.642 -2.698  -0.162
H 2.602 -0.397 -0.289  0.097
H 4.827 0.688 -0.627  0.079
H 5.037 2.448 -2.390  0.104
H 3.020 3.055 -3.736  0.100
H 0.871 1.877 -3.255  0.099
N -4.093 3.378 -0.234  0.057
C -3.536 4.546 0.155  -0.145
C -3.814 5.767 -0.439  -0.075
C -4.715 5.794 -1.498  -0.078
C -5.304 4.607 -1.922  -0.075
C -4.965 3.436 -1.263  -0.157
H -2.837 4.473 0.983  0.103
H -3.339 6.675 -0.084  0.102
H -4.957 6.732 -1.989  0.106
H -6.009 4.595 -2.745  0.102
H -5.400 2.484 -1.555  0.097
N 6.857 1.281 1.085  0.054
C 7.536 1.463 -0.068  -0.176
C 8.651 2.278 -0.185  -0.049
C 9.096 2.952 0.947  -0.061
C 8.416 2.785 2.150  -0.093
C 7.313 1.946 2.168  -0.166
H 7.149 0.919 -0.924  0.093
H 9.159 2.386 -1.137  0.079
H 9.965 3.600 0.894  0.110
H 8.737 3.297 3.050  0.107
H 6.752 1.781 3.083  0.111
N -11.119 -0.905 4.498  0.051
C -11.460 -1.727 5.515  -0.148
C -10.662 -2.766 5.966  -0.077
C -9.442 -2.981 5.335  -0.076
C -9.064 -2.152 4.283  -0.076
C -9.928 -1.137 3.906  -0.152
H -12.423 -1.521 5.973  0.102
H -10.985 -3.394 6.789  0.101
H -8.790 -3.787 5.660  0.106
H -8.120 -2.294 3.770  0.094
H -9.677 -0.461 3.093  0.095
N 9.636 2.575 -3.816  0.050
C 10.193 3.743 -3.428  -0.161
C 9.915 4.964 -4.021  -0.073
C 9.014 4.991 -5.080  -0.078
C 8.425 3.804 -5.504  -0.079
C 8.764 2.633 -4.846  -0.151
H 10.892 3.670 -2.600  0.101
H 10.389 5.872 -3.666  0.104
H 8.772 5.929 -5.571  0.106
H 7.719 3.792 -6.327  0.100
H 8.329 1.681 -5.137  0.101
N -7.420 3.650 5.322  0.025
C -6.702 4.481 4.536  -0.144
C -6.503 5.824 4.812  -0.064
C -7.078 6.352 5.963  -0.072
C -7.826 5.522 6.792  -0.069
C -7.966 4.191 6.434  -0.139
H -6.275 4.023 3.648  0.095
H -5.914 6.444 4.145  0.103
H -6.945 7.401 6.211  0.106
H -8.288 5.903 7.696  0.103
H -8.537 3.502 7.050  0.107
N -9.655 4.493 2.516  0.061
C -9.788 3.365 3.248  -0.146
C -10.772 2.416 3.029  -0.066
C -11.681 2.635 1.999  -0.074
C -11.571 3.788 1.228  -0.083
C -10.550 4.677 1.521  -0.160
H -9.057 3.241 4.042  0.058
H -10.830 1.527 3.647  0.072
H -12.467 1.913 1.798  0.107
H -12.263 3.988 0.418  0.098
H -10.420 5.590 0.946  0.097
N 7.505 -2.022 -1.286  0.058
C 8.089 -1.704 -0.110  -0.143
C 9.063 -2.479 0.501  -0.062
C 9.460 -3.653 -0.128  -0.076
C 8.876 -4.009 -1.340  -0.081
C 7.913 -3.167 -1.874  -0.156
H 7.743 -0.780 0.344  0.060
H 9.500 -2.173 1.445  0.093
H 10.220 -4.287 0.321  0.107
H 9.163 -4.918 -1.855  0.099
H 7.430 -3.399 -2.819  0.097
N 11.301 0.640 5.149  0.058
C 11.168 -0.487 5.882  -0.149
C 10.183 -1.437 5.663  -0.077
C 9.275 -1.217 4.632  -0.079
C 9.385 -0.065 3.861  -0.080
C 10.406 0.825 4.154  -0.145
H 11.899 -0.611 6.676  0.103
H 10.125 -2.325 6.281  0.102
H 8.489 -1.939 4.431  0.106
H 8.693 0.136 3.051  0.073
H 10.536 1.737 3.579  0.089

Properties
Charge ... +1
DFT total energy ... -187574.621 eV
Multiplicity ... 1
HOMO level ... -10.25 eV
Frontier orbital gap ... 0.199 Ha

[2]
# C64H68MnN6O2S2

C64H68MnN6O2S2 as an isolated structure (ωB97M-V with the def2-TZVPD basis set, the OMol25 dataset).

Last column: Löwdin charge in e.
Element x y z (Å)
Mn 0.041 0.041 0.549  0.380
S -1.391 -0.204 2.350  0.950
C -2.361 -1.549 1.992  -0.529
N -3.157 -2.076 2.895  -0.073
C -3.871 -3.329 2.631  -0.069
C -4.364 -3.346 1.215  -0.067
N -3.239 -3.085 0.311  -0.058
C -3.270 -3.767 -1.001  -0.101
C -3.507 -5.242 -0.837  -0.246
C -4.666 -5.834 -1.321  -0.038
C -4.869 -7.199 -1.164  -0.055
C -3.918 -7.970 -0.514  -0.060
C -2.757 -7.381 -0.028  -0.059
C -2.550 -6.023 -0.193  -0.037
C -2.336 -2.179 0.615  -0.534
S -1.178 -1.662 -0.486  0.980
C -3.471 -1.436 4.185  -0.086
C -4.886 -0.909 4.132  -0.222
C -5.815 -1.300 5.086  -0.033
C -7.115 -0.813 5.036  -0.056
C -7.491 0.055 4.024  -0.061
C -6.566 0.443 3.063  -0.060
C -5.267 -0.035 3.116  -0.043
H -4.708 -3.389 3.324  0.142
H -3.190 -4.164 2.821  0.152
H -5.134 -2.587 1.050  0.152
H -4.773 -4.324 0.972  0.137
H -2.311 -3.586 -1.484  0.089
H -4.049 -3.299 -1.608  0.137
H -5.409 -5.233 -1.829  0.119
H -5.768 -7.657 -1.549  0.114
H -4.076 -9.032 -0.393  0.114
H -2.009 -7.986 0.465  0.112
H -1.633 -5.567 0.163  0.111
H -2.741 -0.651 4.370  0.094
H -3.367 -2.193 4.964  0.142
H -5.523 -1.977 5.880  0.119
H -7.832 -1.117 5.786  0.115
H -8.504 0.431 3.984  0.114
H -6.856 1.124 2.274  0.106
H -4.551 0.285 2.366  0.094
C 2.954 -0.680 -4.312  -0.044
C 1.739 -1.073 -3.470  -0.375
C 0.675 -1.746 -4.340  -0.045
C 2.099 -1.993 -2.318  -0.135
C 2.653 -3.236 -2.601  -0.014
C 2.897 -4.161 -1.602  -0.038
C 2.555 -3.864 -0.295  -0.019
C 2.005 -2.633 0.038  -0.154
C 1.639 -2.374 1.484  -0.384
C 2.870 -2.120 2.348  -0.027
C 0.766 -3.476 2.082  -0.049
C 1.825 -1.679 -0.977  -0.192
N 1.380 -0.354 -0.636  -0.063
C 2.272 0.683 -0.956  -0.233
C 1.614 1.987 -1.310  -0.078
C 2.393 2.876 -2.048  0.004
C 1.915 4.114 -2.432  -0.025
C 0.611 4.474 -2.106  -0.034
C -0.194 3.596 -1.416  -0.005
C 0.287 2.344 -0.991  -0.166
N -0.569 1.471 -0.318  0.004
C -1.990 1.725 -0.394  -0.192
C -2.709 1.268 -1.508  -0.138
C -4.080 1.507 -1.527  -0.013
C -4.708 2.193 -0.501  -0.039
C -3.968 2.655 0.572  -0.025
C -2.596 2.437 0.650  -0.154
C -1.828 3.030 1.819  -0.380
C -2.503 2.755 3.167  -0.076
C -1.665 4.549 1.665  -0.043
C -2.072 0.569 -2.699  -0.387
C -1.859 1.539 -3.868  -0.027
C -2.920 -0.612 -3.181  -0.075
H 2.666 0.038 -5.081  0.089
H 3.378 -1.549 -4.816  0.085
H 3.747 -0.234 -3.710  0.078
H 1.292 -0.161 -3.066  0.110
H 1.074 -2.638 -4.823  0.086
H 0.336 -1.068 -5.124  0.085
H -0.184 -2.047 -3.740  0.066
H 2.884 -3.491 -3.627  0.120
H 3.338 -5.118 -1.844  0.116
H 2.723 -4.601 0.480  0.119
H 1.028 -1.450 1.536  0.049
H 3.476 -3.025 2.410  0.098
H 2.586 -1.831 3.360  0.088
H 3.497 -1.338 1.921  0.077
H 1.349 -4.382 2.250  0.089
H -0.061 -3.731 1.417  0.060
H 0.367 -3.160 3.048  0.088
H 2.978 0.390 -1.732  0.143
H 3.404 2.589 -2.309  0.132
H 2.547 4.790 -2.989  0.121
H 0.217 5.433 -2.412  0.123
H -1.221 3.858 -1.211  0.123
H -4.664 1.168 -2.369  0.117
H -5.772 2.379 -0.548  0.114
H -4.458 3.209 1.362  0.121
H -0.835 2.575 1.841  0.071
H -3.362 3.409 3.316  0.088
H -1.797 2.947 3.974  0.084
H -2.846 1.725 3.256  0.023
H -2.640 5.026 1.554  0.093
H -1.050 4.828 0.810  0.066
H -1.198 4.959 2.561  0.080
H -1.090 0.187 -2.398  0.079
H -2.817 1.914 -4.227  0.093
H -1.370 1.024 -4.695  0.082
H -1.246 2.394 -3.592  0.068
H -3.809 -0.269 -3.708  0.084
H -3.240 -1.244 -2.351  0.042
H -2.354 -1.222 -3.881  0.076
O 3.248 0.940 0.172  0.131
C 2.711 1.235 1.312  -0.376
N 3.465 1.720 2.283  0.224
C 2.628 2.168 3.401  -0.238
C 1.272 1.617 2.922  -0.385
O 0.249 1.659 3.543  0.053
N 1.409 1.110 1.617  0.147
C 3.011 1.551 4.734  -0.167
C 3.988 0.571 4.838  -0.036
C 4.299 0.026 6.078  -0.064
C 3.626 0.451 7.211  -0.066
C 2.645 1.429 7.107  -0.051
C 2.341 1.982 5.875  -0.019
C 2.624 3.693 3.422  -0.146
C 1.638 4.429 2.778  -0.013
C 1.723 5.814 2.731  -0.057
C 2.791 6.467 3.325  -0.060
C 3.777 5.733 3.972  -0.050
C 3.693 4.351 4.024  -0.017
H 4.413 2.029 2.133  0.190
H 4.521 0.231 3.961  0.104
H 5.072 -0.726 6.155  0.110
H 3.873 0.032 8.177  0.111
H 2.124 1.770 7.990  0.113
H 1.586 2.752 5.797  0.128
H 0.787 3.937 2.325  0.085
H 0.946 6.382 2.238  0.106
H 2.853 7.545 3.293  0.113
H 4.606 6.238 4.446  0.114
H 4.450 3.785 4.552  0.127

Properties
Charge ... +2
DFT total energy ... -133488.187 eV
Multiplicity ... 2
HOMO level (alpha / beta) ... -12.81 / -12.96 eV
Frontier orbital gap (alpha / beta) ... 0.225 / 0.231 Ha
⟨S²⟩ ... 0.80